1.
Computed, not measured: 2 unconnected molecules or ions with the total composition CH7N at a distorted geometry, with ωB97M-V/def2-TZVPD.

Last column: Mulliken charge in e.
Element x y z (Å)
N: -0.21 -3.82 1.98  -0.603
C: 0.18 3.85 -1.93  -0.811
H: -0.84 3.88 -1.32  0.197
H: -0.07 3.03 -2.69  0.206
H: 0.31 4.89 -2.52  0.184
H: 0.19 -4.33 2.85  0.218
H: 0.51 -3.25 1.66  0.188
H: -0.82 -4.13 1.23  0.197
H: 1.11 3.54 -1.48  0.225

Computed properties:
Calculated total energy: -97.0065 hartree
SMILES: C.N
Energy above the lowest of the compared OMol25 structures with the same formula, charge and spin: 0.960 eV

2.
Computed, not measured: 2 unconnected molecules or ions with the total composition CH7N2S at a distorted geometry, with ωB97M-V/def2-TZVPD.

Last column: Löwdin spin population.
Element x y z (Å)
S: -2.39 -1.14 -1.36  0.037
N: 0.97 1.29 1.24  0.261
N: 0.85 -0.97 -0.36  0.033
C: 0.31 0.25 0.45  0.254
H: -0.39 -0.29 1.11  0.022
H: -0.27 0.62 -0.40  0.022
H: -0.05 -1.28 -0.86  0.004
H: 2.02 1.29 1.14  0.168
H: -2.50 -0.17 -2.23  0.003
H: 0.93 -1.73 0.35  0.025
H: 0.53 2.12 0.93  0.171

Computed properties:
2S+1: 2
Calculated total energy: -549.8222 hartree
Energy above the lowest of the compared OMol25 structures with the same formula, charge and spin: 1.013 eV
Net charge: -2

3.
Computed, not measured: 2 unconnected molecules or ions with the total composition CH7N2S, with ωB97M-V/def2-TZVPD.

Last column: Löwdin spin population.
Element x y z (Å)
S: 2.82 0.13 0.68  0.064
N: -0.07 -0.01 -1.12  0.026
N: -1.07 -0.11 1.10  0.028
C: -1.31 0.20 -0.32  0.499
H: 3.57 -0.86 0.16  0.002
H: 0.69 -0.15 -0.43  0.003
H: -2.07 -0.47 -0.73  0.140
H: -0.90 -1.10 1.15  0.025
H: -0.18 0.29 1.39  0.008
H: -1.67 1.23 -0.32  0.147
H: 0.19 0.86 -1.57  0.057

Computed properties:
2S+1: 2
Calculated total energy: -549.8571 hartree
Energy above the lowest of the compared OMol25 structures with the same formula, charge and spin: 0.064 eV
Net charge: -2

4.
Computed, not measured: 2 unconnected molecules or ions with the total composition CH7N2S at a distorted geometry, with ωB97M-V/def2-TZVPD.

Last column: Löwdin spin population.
Element x y z (Å)
S: 1.32 1.72 -1.12  0.855
N: 0.65 -0.71 1.18  0.022
N: -1.39 0.39 0.10  0.056
C: -0.56 -0.77 0.26  0.007
H: -0.98 0.94 -0.66  0.010
H: -1.13 -1.65 0.56  0.001
H: -0.18 -1.03 -0.74  0.003
H: -1.42 0.97 0.93  0.000
H: 0.93 0.28 1.12  0.006
H: 1.41 -1.03 0.58  0.000
H: 1.35 0.90 -2.19  0.039

Computed properties:
2S+1: 2
Calculated total energy: -549.9125 hartree
Energy above the lowest of the compared OMol25 structures with the same formula, charge and spin: 0.340 eV

5.
Computed, not measured: 2 unconnected molecules or ions with the total composition CH7N3O at a distorted geometry, with ωB97M-V/def2-TZVPD.

Last column: Mulliken charge in e.
Element x y z (Å)
O: -2.02 0.74 0.54  -0.403
N: -0.57 -1.49 0.22  -0.349
N: -1.14 0.64 -0.58  -0.439
N: 2.19 0.67 0.30  -0.739
C: -0.51 -0.46 -0.65  -0.172
H: 2.39 0.72 -0.69  0.233
H: -0.18 -2.39 -0.01  0.205
H: 2.23 1.61 0.66  0.227
H: -1.31 -1.46 0.91  0.228
H: 1.22 0.36 0.39  0.386
H: -2.43 1.61 0.42  0.348
H: 0.14 -0.56 -1.51  0.475

Computed properties:
Calculated total energy: -281.7507 hartree
SMILES: N/C=N\O.N
Energy above the lowest of the compared OMol25 structures with the same formula, charge and spin: 2.698 eV

6.
Computed, not measured: 3 unconnected molecules or ions with the total composition CH7N3O at a distorted geometry, with ωB97M-V/def2-TZVPD.

Last column: Mulliken charge in e.
Element x y z (Å)
O: 0.00 2.25 -0.48  -0.408
N: -2.72 -1.00 0.08  -0.622
N: 0.69 -0.50 1.05  -0.515
N: 1.82 1.02 -0.28  -0.312
C: 1.72 -0.09 0.36  0.131
H: -2.95 -1.42 -0.81  0.206
H: 0.33 2.61 0.36  0.332
H: -3.46 -1.30 0.71  0.214
H: 2.17 1.08 -1.23  0.281
H: 2.70 -0.64 0.33  0.276
H: -1.79 -1.32 0.41  0.204
H: 0.83 -1.31 1.74  0.212

Computed properties:
Calculated total energy: -281.6195 hartree
Energy above the lowest of the compared OMol25 structures with the same formula, charge and spin: 6.269 eV